1.
{
  "formula": "C6H9CuO5",
  "method": "ωB97M-V/def2-TZVPD",
  "energy_ev": -61220.305,
  "mol_weight_g_mol": 224.7,
  "e_homo_ev": -15.7,
  "charge": 2,
  "gap_ev": 6.24,
  "symbols": ["Cu", "O", "O", "O", "O", "O", "C", "C", "C", "C", "C", "C", "H", "H", "H", "H", "H", "H", "H", "H", "H"],
  "coordinates": [[-0.73, -2.59, -1.67], [0.86, -1.12, -0.23], [1.86, -1.46, 1.88], [0.29, 0.96, 0.25], [2.62, 0.12, 3.18], [-1.01, -0.37, -1.04], [0.00, -0.11, -0.29], [1.89, 0.67, 1.00], [-2.06, 0.66, -1.25], [-3.06, 0.08, -2.21], [1.98, -0.81, 0.61], [1.59, -0.46, 2.69], [-2.57, -0.28, -3.13], [-2.48, 0.88, -0.26], [2.37, 0.75, 3.88], [2.73, 1.20, 0.53], [1.77, 1.39, 1.81], [-1.55, 1.54, -1.65], [-3.77, 0.86, -2.48], [-3.62, -0.75, -1.75], [2.88, -1.16, 0.12]],
  "nbo_charge": [0.981, -0.486, -0.495, -0.429, -0.636, -0.528, 1.055, -0.094, -0.073, -0.661, 0.302, 0.460, 0.229, 0.234, 0.545, 0.261, 0.316, 0.231, 0.290, 0.235, 0.263]
}


2.
{
  "formula": "C12H13N3O2S2",
  "method": "ωB97M-V/def2-TZVPD",
  "energy_ev": -42880.182,
  "mol_weight_g_mol": 295.4,
  "e_homo_ev": -8.3,
  "charge": 0,
  "de_lowest_kj_mol": 953.1,
  "gap_ev": 8.64,
  "symbols": ["S", "S", "O", "O", "N", "N", "N", "C", "C", "C", "C", "C", "C", "C", "C", "C", "C", "C", "C", "H", "H", "H", "H", "H", "H", "H", "H", "H", "H", "H", "H", "H"],
  "coordinates": [[2.86, -1.67, -0.71], [-3.14, 0.58, 0.23], [-0.17, 1.18, -2.17], [-0.76, -0.60, -3.75], [-0.45, 0.03, 0.54], [-1.40, -1.40, -0.80], [-0.14, -1.87, -0.68], [-0.54, -0.64, 3.31], [-0.30, 1.12, 1.31], [4.09, -0.97, 1.10], [4.44, -1.51, 0.05], [1.98, -0.95, 0.28], [-1.10, 0.40, -2.82], [-2.63, 0.85, -2.81], [2.57, -0.56, 1.41], [-2.94, 1.52, -1.38], [0.56, -0.82, -0.01], [-1.59, -0.15, 0.05], [-0.35, 0.69, 2.85], [-3.97, 2.09, -1.58], [5.23, -1.95, -0.31], [-3.08, -0.38, -2.67], [-0.60, -1.29, 2.68], [-2.23, 2.41, -1.11], [0.79, 1.42, 1.27], [-0.07, 1.40, 3.61], [-0.97, 1.80, 1.12], [0.13, -0.69, -3.84], [4.76, -0.52, 2.02], [2.20, -0.23, 2.30], [-0.43, -0.78, 4.26], [-2.76, 1.50, -3.76]],
  "nbo_charge": [0.553, 0.317, -0.677, -0.666, -0.349, -0.301, -0.206, -0.342, -0.238, -0.185, -0.415, -0.393, 0.799, -0.549, -0.253, -0.543, 0.278, 0.142, -0.175, 0.238, 0.234, 0.282, 0.164, 0.244, 0.238, 0.198, 0.220, 0.494, 0.200, 0.226, 0.187, 0.279]
}


3.
{
  "formula": "C22H34Cl2MnN5O5P2S4Sb",
  "method": "ωB97M-V/def2-TZVPD",
  "energy_ev": -165884.475,
  "mol_weight_g_mol": 886.4,
  "spin_multiplicity": 6,
  "e_homo_ev": [-0.6, -1.3],
  "charge": -2,
  "gap_ev": [4.31, 5.03],
  "symbols": ["Sb", "Mn", "Cl", "Cl", "S", "S", "S", "S", "P", "P", "O", "O", "O", "O", "O", "N", "N", "N", "N", "N", "C", "C", "C", "C", "C", "C", "C", "C", "C", "C", "C", "C", "C", "C", "C", "C", "C", "C", "C", "C", "C", "C", "H", "H", "H", "H", "H", "H", "H", "H", "H", "H", "H", "H", "H", "H", "H", "H", "H", "H", "H", "H", "H", "H", "H", "H", "H", "H", "H", "H", "H", "H", "H", "H", "H", "H"],
  "coordinates": [[1.75, 4.41, -1.98], [0.86, 1.16, -0.44], [0.53, -2.54, -5.68], [3.43, 0.89, -2.72], [0.04, 1.81, -2.28], [3.53, 4.58, -3.46], [1.78, 6.33, -0.62], [2.41, 2.66, -0.32], [-0.44, 1.65, 2.79], [-2.19, 0.15, 1.12], [1.57, -0.78, -0.09], [0.02, 2.18, 1.51], [-1.05, -0.04, 0.23], [0.79, -2.25, 1.38], [-1.76, 0.68, 2.62], [0.69, 0.78, 3.68], [1.60, -1.38, -3.14], [-3.02, -1.26, 1.48], [-3.38, 1.21, 0.57], [-1.08, 2.86, 3.75], [3.14, -4.72, -3.20], [1.55, -4.61, -1.42], [1.57, -1.16, -5.56], [1.90, -0.48, -6.71], [0.92, -1.80, 0.23], [-4.36, -1.16, 2.01], [1.89, -2.68, -2.81], [2.00, -0.74, -4.30], [-3.62, 2.42, 1.35], [1.23, -3.31, -1.74], [2.64, 0.68, -6.63], [-2.24, -2.34, 2.05], [0.20, -2.57, -0.93], [1.85, 0.29, 2.95], [-1.95, 2.62, 4.88], [2.80, 0.41, -4.25], [3.09, 1.14, -5.40], [-0.19, 3.99, 3.93], [-3.22, 1.49, -0.86], [0.23, -0.16, 4.67], [2.50, -5.33, -2.14], [2.84, -3.41, -3.53], [1.05, -5.10, -0.59], [-4.85, -0.32, 1.54], [2.69, 0.20, 3.64], [1.43, -0.73, -2.36], [-1.21, -2.28, 1.69], [0.35, 4.16, 3.00], [-1.39, 2.46, 5.82], [-2.57, 1.75, 4.68], [-0.51, -3.26, -0.48], [-4.45, 2.96, 0.89], [-4.38, -1.04, 3.10], [-3.00, 0.55, -1.36], [-2.68, -3.30, 1.74], [-2.60, 3.49, 5.01], [0.08, -1.15, 4.24], [2.74, -6.35, -1.86], [2.88, 1.24, -7.52], [3.36, -2.92, -4.35], [1.65, -0.69, 2.50], [-4.90, -2.08, 1.76], [-2.22, -2.30, 3.15], [3.65, 2.06, -5.30], [0.53, 3.83, 4.74], [-0.34, -1.85, -1.55], [-2.40, 2.19, -1.07], [2.13, 1.00, 2.18], [1.53, -0.85, -7.66], [-3.89, 2.14, 2.37], [-0.79, 4.87, 4.16], [-2.75, 3.08, 1.38], [3.89, -5.25, -3.77], [-0.70, 0.19, 5.13], [-4.16, 1.89, -1.24], [0.99, -0.25, 5.45]],
  "mulliken_spin": [0.334, 4.136, 0.000, 0.007, -0.166, 0.266, 0.346, -0.106, 0.040, -0.013, 0.060, 0.034, 0.014, 0.011, 0.004, -0.004, -0.009, 0.001, -0.002, 0.000, 0.000, -0.001, 0.001, 0.002, -0.008, 0.000, 0.005, 0.016, -0.002, 0.003, -0.002, 0.003, 0.012, 0.017, 0.001, -0.007, 0.005, 0.002, -0.002, 0.000, 0.000, 0.002, 0.000, 0.000, 0.001, 0.004, -0.002, 0.000, 0.000, 0.000, 0.002, 0.000, 0.000, -0.002, 0.000, 0.000, 0.000, 0.000, 0.000, 0.000, -0.006, 0.000, 0.000, -0.001, 0.000, -0.005, 0.005, 0.000, 0.000, 0.000, 0.000, 0.001, 0.000, 0.000, 0.003, 0.000]
}


4.
{
  "formula": "CH11NO4",
  "method": "ωB97M-V/def2-TZVPD",
  "energy_ev": -10894.248,
  "mol_weight_g_mol": 101.1,
  "e_homo_ev": -8.9,
  "charge": 0,
  "de_lowest_kj_mol": 171.5,
  "gap_ev": 9.65,
  "symbols": ["O", "O", "O", "O", "N", "C", "H", "H", "H", "H", "H", "H", "H", "H", "H", "H", "H"],
  "coordinates": [[0.88, -3.07, -2.17], [0.76, -0.53, 0.63], [-2.06, 1.74, 0.78], [0.03, 1.43, 2.43], [-0.26, 0.43, -1.17], [1.06, -0.06, -0.71], [-0.19, 1.07, 3.35], [0.03, -2.78, -1.86], [0.62, -3.16, -3.17], [-1.42, 1.84, 1.49], [1.40, -1.01, -1.30], [-0.23, -0.63, 0.69], [0.74, 1.02, 2.06], [-0.72, 1.01, -0.52], [-0.60, 0.52, -2.13], [1.89, 0.74, -0.43], [-2.93, 2.10, 0.87]],
  "nbo_charge": [-0.928, -0.784, -1.011, -0.968, -0.923, 0.077, 0.489, 0.467, 0.466, 0.512, 0.206, 0.482, 0.499, 0.399, 0.384, 0.150, 0.484]
}


5.
{
  "formula": "C15H14I2N2OPdS",
  "method": "ωB97M-V/def2-TZVPD",
  "energy_ev": -51325.389,
  "mol_weight_g_mol": 630.6,
  "e_homo_ev": -0.3,
  "charge": -2,
  "de_lowest_kj_mol": 64.1,
  "gap_ev": 3.89,
  "symbols": ["I", "I", "Pd", "S", "O", "N", "N", "C", "C", "C", "C", "C", "C", "C", "C", "C", "C", "C", "C", "C", "C", "C", "H", "H", "H", "H", "H", "H", "H", "H", "H", "H", "H", "H", "H", "H"],
  "coordinates": [[0.67, 4.60, -3.86], [3.75, -0.40, -2.97], [-1.11, -1.66, 0.03], [-2.74, -6.48, -0.03], [0.96, -1.17, -1.56], [-1.37, 0.20, -1.26], [-2.14, -3.72, -0.38], [0.72, 2.67, -3.07], [1.59, -1.85, 2.05], [0.51, -0.70, 3.98], [-2.38, -4.84, -0.24], [-1.63, 2.80, -2.21], [0.60, -0.76, 2.44], [1.97, 0.64, -2.72], [1.12, 0.58, 1.92], [-2.49, 0.86, -1.12], [-0.78, -1.02, 1.86], [0.91, -0.04, -2.03], [-2.66, 2.18, -1.58], [-0.41, 2.12, -2.41], [1.87, 1.94, -3.22], [-0.33, 0.79, -1.90], [1.50, -0.52, 4.42], [-3.60, 2.69, -1.42], [2.60, -1.62, 2.42], [-1.73, 3.82, -2.57], [-3.29, 0.33, -0.60], [0.44, 1.39, 2.19], [1.19, 0.55, 0.83], [1.28, -2.82, 2.46], [2.72, 2.37, -3.73], [-1.44, -0.26, 2.34], [1.63, -1.95, 0.96], [0.12, -1.64, 4.38], [2.11, 0.80, 2.32], [-0.16, 0.11, 4.29]],
  "nbo_charge": [0.034, 0.067, 0.502, -0.507, -0.669, -0.408, -0.595, -0.256, -0.608, -0.600, 0.143, -0.192, -0.185, -0.359, -0.603, 0.019, -0.451, 0.477, -0.260, -0.106, -0.228, 0.069, 0.184, 0.199, 0.167, 0.207, 0.201, 0.191, 0.227, 0.205, 0.216, 0.098, 0.244, 0.204, 0.183, 0.190]
}


6.
{
  "formula": "C28H22I2N2O2Y",
  "method": "ωB97M-V/def2-TZVPD",
  "energy_ev": -53707.183,
  "mol_weight_g_mol": 761.2,
  "e_homo_ev": -10.0,
  "charge": 1,
  "de_lowest_kj_mol": 153.5,
  "gap_ev": 6.83,
  "symbols": ["I", "I", "Y", "O", "O", "N", "N", "C", "C", "C", "C", "C", "C", "C", "C", "C", "C", "C", "C", "C", "C", "C", "C", "C", "C", "C", "C", "C", "C", "C", "C", "C", "C", "C", "C", "H", "H", "H", "H", "H", "H", "H", "H", "H", "H", "H", "H", "H", "H", "H", "H", "H", "H", "H", "H", "H", "H"],
  "coordinates": [[-8.07, -1.64, 0.87], [-2.42, -3.58, -0.59], [-1.15, -0.62, -0.63], [-2.58, -0.84, -1.89], [-0.06, 1.41, -2.55], [-2.65, 1.48, -0.17], [-1.44, -0.23, 1.76], [-4.51, 0.13, -0.91], [3.49, -1.71, -1.63], [-0.70, -0.92, 2.64], [5.92, -2.95, -1.04], [2.19, -1.14, -1.92], [2.37, 2.99, 0.63], [-3.83, 1.46, -1.08], [1.73, 0.09, -1.66], [-0.50, -0.53, 3.95], [-5.75, -0.07, -0.33], [3.58, 1.78, -1.56], [3.55, 3.51, 0.11], [4.15, 2.90, -0.98], [-1.84, 1.38, 3.47], [0.30, 0.43, -1.92], [-5.30, -2.44, -0.09], [-3.69, -0.98, -1.21], [-3.04, 1.54, 1.25], [-1.05, 0.68, 4.36], [4.33, -1.20, -0.63], [5.53, -1.81, -0.34], [1.81, 1.87, 0.06], [2.41, 1.24, -1.03], [-2.05, 0.89, 2.19], [-4.07, -2.21, -0.67], [5.10, -3.47, -2.03], [-6.17, -1.35, 0.01], [3.89, -2.86, -2.32], [1.90, 3.47, 1.47], [-2.30, 2.31, 3.78], [-0.26, -1.84, 2.28], [-5.57, -3.40, 0.30], [0.08, -1.14, 4.61], [4.02, -0.33, -0.07], [-2.10, 2.31, -0.40], [-6.40, 0.77, -0.15], [5.07, 3.30, -1.38], [6.86, -3.43, -0.81], [1.51, -1.82, -2.45], [5.40, -4.35, -2.57], [-3.25, 2.57, 1.57], [-4.51, 2.29, -0.86], [-0.89, 1.05, 5.36], [-3.98, 0.97, 1.35], [3.26, -3.26, -3.09], [6.17, -1.41, 0.42], [4.04, 1.31, -2.42], [3.99, 4.39, 0.54], [-3.45, 1.56, -2.10], [0.89, 1.44, 0.48]],
  "mulliken_charge": [0.128, 0.057, 0.998, -0.825, -0.585, -0.149, 0.187, 0.094, 0.787, -0.117, -0.434, -0.576, -0.849, -1.039, 0.789, -0.821, -0.388, 0.181, -0.501, -0.761, -0.998, -0.733, -0.438, 0.766, -0.563, -0.356, -0.370, -0.751, 0.082, -0.088, 0.551, -0.062, -0.605, -0.204, -0.516, 0.420, 0.462, 0.421, 0.404, 0.444, 0.501, 0.272, 0.447, 0.415, 0.398, 0.411, 0.398, 0.405, 0.386, 0.469, 0.269, 0.409, 0.407, 0.490, 0.412, 0.407, 0.465]
}


- What is the formula in the third record?
  C22H34Cl2MnN5O5P2S4Sb


Please write out number 6 again, unchanged.
{
  "formula": "C28H22I2N2O2Y",
  "method": "ωB97M-V/def2-TZVPD",
  "energy_ev": -53707.183,
  "mol_weight_g_mol": 761.2,
  "e_homo_ev": -10.0,
  "charge": 1,
  "de_lowest_kj_mol": 153.5,
  "gap_ev": 6.83,
  "symbols": ["I", "I", "Y", "O", "O", "N", "N", "C", "C", "C", "C", "C", "C", "C", "C", "C", "C", "C", "C", "C", "C", "C", "C", "C", "C", "C", "C", "C", "C", "C", "C", "C", "C", "C", "C", "H", "H", "H", "H", "H", "H", "H", "H", "H", "H", "H", "H", "H", "H", "H", "H", "H", "H", "H", "H", "H", "H"],
  "coordinates": [[-8.07, -1.64, 0.87], [-2.42, -3.58, -0.59], [-1.15, -0.62, -0.63], [-2.58, -0.84, -1.89], [-0.06, 1.41, -2.55], [-2.65, 1.48, -0.17], [-1.44, -0.23, 1.76], [-4.51, 0.13, -0.91], [3.49, -1.71, -1.63], [-0.70, -0.92, 2.64], [5.92, -2.95, -1.04], [2.19, -1.14, -1.92], [2.37, 2.99, 0.63], [-3.83, 1.46, -1.08], [1.73, 0.09, -1.66], [-0.50, -0.53, 3.95], [-5.75, -0.07, -0.33], [3.58, 1.78, -1.56], [3.55, 3.51, 0.11], [4.15, 2.90, -0.98], [-1.84, 1.38, 3.47], [0.30, 0.43, -1.92], [-5.30, -2.44, -0.09], [-3.69, -0.98, -1.21], [-3.04, 1.54, 1.25], [-1.05, 0.68, 4.36], [4.33, -1.20, -0.63], [5.53, -1.81, -0.34], [1.81, 1.87, 0.06], [2.41, 1.24, -1.03], [-2.05, 0.89, 2.19], [-4.07, -2.21, -0.67], [5.10, -3.47, -2.03], [-6.17, -1.35, 0.01], [3.89, -2.86, -2.32], [1.90, 3.47, 1.47], [-2.30, 2.31, 3.78], [-0.26, -1.84, 2.28], [-5.57, -3.40, 0.30], [0.08, -1.14, 4.61], [4.02, -0.33, -0.07], [-2.10, 2.31, -0.40], [-6.40, 0.77, -0.15], [5.07, 3.30, -1.38], [6.86, -3.43, -0.81], [1.51, -1.82, -2.45], [5.40, -4.35, -2.57], [-3.25, 2.57, 1.57], [-4.51, 2.29, -0.86], [-0.89, 1.05, 5.36], [-3.98, 0.97, 1.35], [3.26, -3.26, -3.09], [6.17, -1.41, 0.42], [4.04, 1.31, -2.42], [3.99, 4.39, 0.54], [-3.45, 1.56, -2.10], [0.89, 1.44, 0.48]],
  "mulliken_charge": [0.128, 0.057, 0.998, -0.825, -0.585, -0.149, 0.187, 0.094, 0.787, -0.117, -0.434, -0.576, -0.849, -1.039, 0.789, -0.821, -0.388, 0.181, -0.501, -0.761, -0.998, -0.733, -0.438, 0.766, -0.563, -0.356, -0.370, -0.751, 0.082, -0.088, 0.551, -0.062, -0.605, -0.204, -0.516, 0.420, 0.462, 0.421, 0.404, 0.444, 0.501, 0.272, 0.447, 0.415, 0.398, 0.411, 0.398, 0.405, 0.386, 0.469, 0.269, 0.409, 0.407, 0.490, 0.412, 0.407, 0.465]
}


- The highest charge belongs to which entry?
  C6H9CuO5